Entry 1:
{"formula": "C36H49BBrN2O4ReS4Si", "method": "wB97M-V/def2-TZVPD", "spin_multiplicity": 4, "homo_energy_ev": [-2.87, -3.92], "total_energy_ev": -173363.46822, "total_charge": -1, "e_above_lowest_kj_mol": 666.07, "molar_mass_g_mol": 1007.1, "lumo_energy_ev": [1.82, 1.87], "elements": ["Re", "O", "C", "C", "C", "C", "C", "C", "C", "N", "N", "C", "O", "C", "C", "C", "C", "C", "C", "H", "H", "H", "H", "H", "H", "H", "H", "H", "H", "S", "S", "S", "S", "C", "C", "C", "C", "Si", "Br", "C", "C", "C", "C", "C", "C", "C", "C", "H", "H", "H", "H", "H", "H", "H", "H", "H", "H", "H", "H", "H", "H", "H", "H", "H", "H", "H", "H", "H", "H", "H", "H", "H", "H", "H", "C", "C", "C", "C", "C", "C", "C", "C", "O", "B", "O", "C", "C", "H", "H", "H", "H", "H", "H", "H", "H", "H", "H", "H", "H"], "xyz": [[2.24145, 0.02385, 0.69254], [4.38601, -0.90062, 0.11372], [4.73047, -2.22135, -0.26130], [4.89952, -2.50038, -1.67416], [4.31461, -3.62950, -2.18990], [3.62936, -4.60358, -1.39608], [3.37808, -4.46494, -0.07349], [3.79360, -3.22418, 0.59706], [2.81094, -2.69946, 1.51398], [2.76834, -1.40586, 1.93573], [2.86700, -1.02647, 3.23516], [3.20917, 0.29025, 3.20416], [3.42805, 0.90317, 2.04376], [3.35337, 1.04348, 4.39742], [3.14305, 0.33735, 5.58088], [3.35132, 0.99882, 6.81495], [3.74538, 2.32706, 6.80417], [3.91729, 3.04837, 5.60573], [3.68342, 2.39605, 4.41242], [5.19959, -1.61450, -2.26751], [4.35061, -3.71693, -3.28718], [3.22154, -5.43566, -2.00191], [2.87770, -5.26053, 0.48447], [2.34798, -3.43288, 2.19033], [2.89601, -0.73210, 5.56347], [3.25805, 0.43575, 7.76918], [3.89431, 2.86768, 7.70691], [4.13832, 4.11416, 5.65075], [3.69554, 2.96509, 3.45825], [5.65454, -3.23580, 0.98566], [4.74945, 0.68506, -0.64429], [2.64872, 1.73522, -0.82130], [1.68717, 3.12510, 0.21038], [0.14573, -0.62948, -5.68082], [0.57922, -0.25655, -4.23181], [2.10749, -0.49949, -4.03974], [0.35544, 1.28764, -4.16958], [-0.38778, -1.25357, -2.90283], [0.89107, -1.39670, -0.76394], [-2.02702, -0.35023, -2.33215], [-2.79344, -1.09625, -1.17183], [-1.76910, 1.13905, -1.85675], [-2.99273, -0.23120, -3.55371], [-0.56040, -3.18267, -3.28592], [-0.60490, -4.00665, -1.94924], [-1.88398, -3.41836, -4.04304], [0.67312, -3.72491, -4.12174], [0.87408, -0.20618, -6.37084], [-0.83858, -0.21258, -5.96454], [0.08019, -1.68344, -5.89800], [2.57174, -0.05668, -4.91333], [2.38752, -1.56055, -4.04381], [2.47649, -0.02544, -3.12679], [0.93167, 1.71686, -5.00863], [0.70563, 1.75545, -3.26634], [-0.70627, 1.57835, -4.33148], [-2.22080, -1.07275, -0.26164], [-3.01520, -2.16469, -1.38839], [-3.77854, -0.60649, -1.03841], [-0.81905, 1.32771, -1.33455], [-2.56257, 1.45422, -1.19674], [-1.82670, 1.79878, -2.72408], [-3.36944, -1.19943, -3.90543], [-2.56501, 0.29964, -4.40458], [-3.86136, 0.32938, -3.23691], [-1.28763, -3.62608, -1.18335], [0.39598, -4.02618, -1.50918], [-0.88381, -5.02545, -2.17065], [-2.75271, -3.32353, -3.38054], [-1.88583, -4.45980, -4.37656], [-2.03060, -2.80800, -4.93133], [1.54366, -3.73387, -3.46615], [0.87098, -3.18479, -5.04277], [0.36815, -4.75502, -4.38669], [-5.78892, 2.16507, 3.02170], [-4.83785, 3.33465, 2.82811], [-5.07995, 4.00541, 1.46794], [-5.08937, 4.34278, 3.98874], [-3.35726, 2.94141, 2.90346], [-2.46684, 3.62798, 3.71791], [-1.13189, 3.26051, 3.84128], [-0.67915, 2.19679, 3.09374], [0.59878, 1.66864, 2.88457], [0.53492, 0.81296, 1.66133], [-0.87096, 0.65448, 1.30381], [-1.55122, 1.51343, 2.17740], [-2.88485, 1.82648, 2.14421], [-6.81340, 2.54561, 2.95366], [-5.69421, 1.76066, 4.02789], [-5.64617, 1.35682, 2.29152], [-6.14508, 4.30816, 1.39580], [-4.97081, 3.33947, 0.59774], [-4.47358, 4.91401, 1.29825], [-6.17579, 4.55488, 4.01452], [-4.55701, 5.29609, 3.87002], [-4.91389, 3.88202, 4.97642], [-2.87810, 4.44615, 4.28891], [-0.41091, 3.84501, 4.42560], [-3.52118, 1.29875, 1.43631]], "forces_ev_per_a": [[1.0, 1.0, 0.4], [0.9, -0.3, -0.5], [-1.8, -0.4, 2.1], [-1.4, -0.4, -0.8], [1.3, 2.2, -0.6], [-0.7, -1.0, -0.2], [0.4, -0.1, -1.2], [0.8, 0.9, -1.5], [0.4, -0.6, 1.9], [-1.5, -0.1, -0.7], [1.0, 2.4, 0.3], [-0.5, -2.3, -2.2], [-0.9, -0.2, 1.3], [0.0, -0.3, 1.7], [0.6, 0.5, 1.6], [0.0, -0.9, -0.4], [0.0, 0.4, -0.8], [-0.6, -0.7, 0.7], [0.0, 0.9, -1.1], [0.1, -0.9, 0.2], [-0.1, -0.3, 0.6], [0.3, 0.2, 0.8], [-0.1, 0.5, -0.1], [0.2, 0.2, -0.1], [0.1, 0.7, -0.1], [0.0, 0.6, -0.8], [0.1, 0.2, 0.8], [0.1, -0.3, -0.1], [0.2, -0.7, 0.7], [0.0, 0.8, -0.1], [1.9, -1.4, -0.8], [-0.1, 0.5, -1.0], [-0.7, 0.4, 0.4], [-0.4, 0.1, 0.2], [-0.1, 0.4, 0.0], [-0.7, -0.3, -0.2], [-0.4, -0.3, -0.7], [-0.2, 0.1, 0.7], [-1.5, -1.1, -1.9], [-0.2, 0.1, 0.3], [-0.1, -0.3, -1.2], [0.4, -0.7, -0.5], [0.3, -0.6, 0.2], [0.4, 0.7, 0.4], [0.5, 0.7, -0.5], [0.2, -0.5, 0.2], [-1.5, -0.2, 0.8], [0.1, 0.1, -0.1], [0.4, 0.0, 0.3], [0.1, -0.4, 0.0], [0.4, 0.3, -0.1], [-0.1, 0.2, 0.2], [0.0, -0.1, -0.1], [-0.1, -0.1, 0.3], [0.2, 0.1, 0.5], [0.7, -0.3, 0.1], [0.2, 0.2, 0.5], [0.2, 0.6, -0.1], [0.5, -0.1, 0.1], [-0.3, -0.2, -0.1], [-0.4, -0.1, 0.4], [0.1, 0.0, 0.2], [0.2, 0.1, 0.1], [0.2, 0.0, 0.0], [-0.3, 0.3, 0.2], [0.0, 0.1, -0.3], [-0.2, -0.1, 0.0], [-0.2, -0.5, -0.2], [0.2, 0.2, -0.1], [0.0, -0.1, -0.1], [0.1, 0.2, 0.0], [0.1, -0.1, -0.2], [0.1, 0.0, 0.1], [0.5, 0.2, 0.1], [-0.2, -0.1, 0.0], [1.2, 0.9, 0.4], [-1.1, 0.5, -0.4], [-1.5, -0.2, -0.3], [0.2, -1.4, -0.2], [-0.7, -0.3, -0.1], [1.3, -0.1, 0.0], [0.4, -1.9, -2.2], [-1.1, -0.2, -0.8], [-1.4, 1.0, 1.6], [0.7, 1.2, 1.8], [0.6, 0.6, 0.3], [-0.2, 0.6, -0.3], [0.0, -0.1, -0.2], [0.2, -0.2, 0.0], [0.0, 0.3, 0.2], [0.4, 0.1, 0.2], [0.4, 0.0, 0.4], [-0.1, -0.5, 0.2], [0.3, 0.2, -0.2], [-0.2, -0.4, 0.1], [0.4, 0.2, -0.5], [0.6, 0.0, 0.1], [-0.4, -0.3, -0.1], [0.0, 0.1, 0.1]]}

Entry 2:
{"formula": "C36H49BCl36N5O3", "method": "wB97M-V/def2-TZVPD", "homo_energy_ev": -3.90, "total_energy_ev": -503195.28804, "total_charge": -1, "e_above_lowest_kj_mol": 700.59, "molar_mass_g_mol": 1886.9, "lumo_energy_ev": 1.12, "elements": ["C", "C", "C", "C", "C", "N", "N", "N", "O", "B", "C", "C", "C", "N", "O", "O", "C", "C", "C", "C", "C", "C", "C", "C", "C", "C", "C", "C", "C", "C", "C", "C", "C", "C", "C", "N", "H", "H", "H", "H", "H", "H", "H", "H", "H", "H", "H", "H", "H", "H", "H", "H", "H", "H", "H", "H", "H", "H", "H", "H", "H", "H", "H", "H", "H", "H", "H", "H", "H", "H", "H", "H", "H", "H", "H", "H", "H", "H", "H", "H", "H", "H", "H", "H", "H", "C", "Cl", "Cl", "Cl", "Cl", "C", "Cl", "Cl", "Cl", "Cl", "C", "Cl", "Cl", "Cl", "Cl", "C", "Cl", "Cl", "Cl", "Cl", "C", "Cl", "Cl", "Cl", "Cl", "C", "Cl", "Cl", "Cl", "Cl", "C", "Cl", "Cl", "Cl", "Cl", "C", "Cl", "Cl", "Cl", "Cl", "C", "Cl", "Cl", "Cl", "Cl"], "xyz": [[3.86595, -1.10831, 2.13646], [3.12420, -2.17741, 1.59548], [2.13546, -2.09350, 0.31855], [3.06451, -2.24683, -0.96494], [3.60846, -0.91945, -1.65790], [3.86296, 0.23461, -0.76566], [2.78909, -0.55664, -2.87098], [4.96519, -1.29310, -2.23305], [1.54698, -3.43354, 0.38033], [0.19036, -3.44282, 0.94972], [-0.88406, -4.60206, 0.51417], [-2.31696, -4.06393, 0.04372], [-3.51256, -4.42190, 1.07139], [-4.88723, -4.47364, 0.50178], [-3.33124, -4.64879, 2.28649], [-0.19537, -2.00883, 0.79897], [0.86392, -1.09270, 0.36893], [0.21160, -0.51877, -0.97389], [-0.18700, -1.61149, -2.05961], [-0.74375, -0.77396, -3.34619], [-2.17373, -1.27757, -3.85518], [-3.08493, 0.03461, -4.13768], [-4.65702, -0.33454, -4.17767], [-5.35236, 0.07829, -2.78105], [-4.65202, -0.58051, -1.50138], [-4.89760, 0.25473, -0.13037], [-4.23110, 1.69852, -0.33126], [-3.96006, 2.47476, 1.04529], [-2.91604, 1.69332, 2.00362], [-3.66597, 0.81207, 3.12811], [0.78860, -0.03996, 1.61206], [0.92236, 1.42652, 1.25429], [0.80806, 2.48597, 2.36009], [0.61416, 1.83369, 3.73005], [0.55163, 0.32965, 3.83789], [0.60241, -0.68559, 2.85732], [3.56608, -0.02972, 1.95836], [4.76118, -1.28890, 2.83147], [3.28290, -3.20160, 2.08849], [2.61727, -2.89670, -1.80386], [3.99594, -2.83606, -0.62376], [3.08199, 0.44330, -0.13386], [4.72559, 0.08299, -0.23105], [3.30615, 0.24093, -3.27799], [2.85728, -1.32586, -3.55593], [5.61298, -1.46124, -1.44816], [5.29240, -0.52637, -2.83344], [0.29606, -3.54308, 2.14597], [-1.02488, -5.27856, 1.43656], [-0.39317, -5.27954, -0.27658], [-2.36369, -2.95184, -0.19160], [-2.58793, -4.64571, -0.91640], [-5.46209, -5.10914, 1.06933], [-5.27134, -3.51798, 0.59451], [0.82577, 0.35193, -1.41934], [-0.77960, -0.02252, -0.64553], [0.66837, -2.24058, -2.45765], [-1.05539, -2.28395, -1.74786], [-0.82205, 0.33766, -3.04601], [0.04921, -0.78778, -4.18381], [-2.05278, -1.80151, -4.86300], [-2.69983, -1.92620, -3.08432], [-2.82900, 0.54831, -5.12037], [-2.96304, 0.82229, -3.30755], [-5.18952, 0.26188, -5.00557], [-4.82874, -1.44537, -4.38785], [-5.38190, 1.22485, -2.76575], [-6.45880, -0.25022, -2.76550], [-3.51645, -0.68626, -1.58574], [-5.15046, -1.61050, -1.35663], [-4.37024, -0.31763, 0.72003], [-6.00775, 0.30022, 0.11852], [-4.96372, 2.35742, -0.92792], [-3.27313, 1.58365, -0.93659], [-3.47503, 3.47787, 0.78848], [-4.94284, 2.72108, 1.58032], [-2.25386, 2.45588, 2.53849], [-2.28273, 1.03638, 1.30358], [-3.44252, -0.29489, 2.99147], [-3.29161, 1.20090, 4.14380], [-4.80234, 0.97444, 3.10751], [1.10429, 1.77206, 0.16710], [0.87044, 3.60797, 2.23086], [0.52033, 2.48046, 4.65919], [0.44084, -0.07751, 4.90853], [5.50893, -4.57591, 4.04390], [6.48377, -3.83229, 2.75868], [6.47645, -5.81571, 4.87808], [5.01048, -3.32867, 5.20522], [4.06864, -5.32778, 3.33294], [-5.80159, 5.17865, -2.90593], [-6.75067, 6.25843, -3.95727], [-6.89399, 4.24274, -1.86570], [-4.84446, 4.06853, -3.90797], [-4.71280, 6.15032, -1.89407], [7.75654, -2.90520, 8.68815], [6.18014, -2.13459, 8.96323], [7.64619, -3.99469, 7.29172], [8.97783, -1.65560, 8.36719], [8.22186, -3.83337, 10.13054], [10.55304, 1.55057, 5.66767], [8.97553, 2.31682, 5.94487], [10.44156, 0.45386, 4.27590], [11.76971, 2.80225, 5.33930], [11.02583, 0.62886, 7.11118], [0.09350, 4.25453, -1.79977], [1.58127, 5.22322, -1.72270], [-1.32092, 5.33184, -1.75327], [0.07658, 3.32611, -3.31323], [0.02753, 3.14621, -0.40610], [8.51718, 5.25668, 3.43285], [8.06229, 6.78822, 2.65611], [10.06354, 5.46015, 4.28311], [7.25947, 4.78646, 4.59500], [8.68343, 3.99233, 2.19731], [-5.22078, -4.61490, -5.25821], [-5.55610, -6.07143, -6.21979], [-6.74707, -3.95038, -4.63776], [-4.16151, -5.03398, -3.89724], [-4.42032, -3.40227, -6.27956], [5.20330, 3.59705, -4.31226], [5.38883, 4.34082, -5.91534], [3.51765, 3.08498, -4.08943], [6.27804, 2.18886, -4.18850], [5.63239, 4.77969, -3.05854], [-11.07898, 5.17865, -3.06264], [-9.41168, 5.48500, -3.59316], [-11.79027, 6.68489, -2.44436], [-12.04109, 4.58999, -4.43598], [-11.07431, 3.95441, -1.77543]], "forces_ev_per_a": [[-1.1, -1.7, -0.5], [1.5, 2.9, 1.2], [0.2, -3.1, 0.9], [0.9, 0.4, -0.6], [1.4, -1.2, -0.8], [-0.7, 0.0, -0.7], [0.9, 0.5, 0.9], [-0.6, -0.1, 0.7], [0.6, 0.8, -1.5], [0.5, 1.0, 1.5], [-0.3, -0.7, -0.2], [-0.8, -1.6, -0.3], [1.0, 0.0, 2.1], [1.0, 0.4, 0.4], [-0.6, 0.3, -3.7], [0.0, 1.2, -1.2], [-2.8, -1.3, 1.4], [0.3, 0.6, 0.4], [-0.4, 1.1, -1.4], [0.4, 0.0, 0.3], [0.3, 1.9, -0.7], [-1.1, -0.5, 0.1], [-0.3, 0.4, 0.5], [-0.2, -0.2, -0.4], [-0.8, 0.2, 0.9], [0.9, -0.3, -0.8], [-1.1, 0.3, 0.8], [0.9, 0.1, -0.3], [-1.0, 0.1, -0.3], [0.3, 0.6, 0.0], [0.8, 0.4, -1.3], [0.0, -0.3, 3.4], [-0.1, -4.9, 1.3], [0.3, -0.8, -2.9], [-0.1, 0.6, 0.2], [0.5, 6.3, -0.7], [0.7, -1.4, 0.0], [-1.7, 0.2, -0.8], [-0.3, 1.5, -1.5], [0.2, 1.0, 1.6], [-1.5, 0.9, -0.4], [0.5, -0.3, -0.3], [-0.9, -0.1, -0.2], [-0.5, -0.4, 0.1], [0.1, 0.4, 0.7], [-0.2, 0.2, -0.7], [0.0, -0.3, 0.6], [0.2, -0.4, 1.0], [0.0, 1.1, -1.4], [-1.0, 0.9, 0.7], [0.2, -1.3, 0.5], [0.1, 1.1, 1.3], [0.4, 0.6, 0.0], [0.2, -0.7, -0.2], [-0.7, -1.6, 0.2], [1.4, -0.8, -0.3], [-1.0, 0.7, 1.0], [1.5, 0.9, 0.1], [0.0, -1.7, -0.4], [-1.3, -0.1, 1.2], [-0.3, 0.3, 1.5], [0.8, 0.6, -1.1], [0.0, -0.8, 1.2], [0.1, -1.2, -1.1], [0.8, -0.9, 1.1], [0.4, 1.5, 0.3], [0.3, -1.6, 0.2], [1.6, 0.5, -0.1], [-1.6, 0.1, -0.1], [1.1, 1.3, -0.3], [-0.8, 0.9, -1.3], [1.3, 0.1, -0.3], [1.2, -1.0, 0.7], [-1.1, 0.2, 0.8], [-0.7, -1.2, 0.2], [1.3, -0.5, -0.7], [-0.8, -1.1, -0.9], [-0.7, 0.9, 1.3], [-0.3, 1.4, 0.4], [-0.6, -1.0, -1.4], [1.6, -0.3, -0.1], [0.4, -2.0, 2.8], [-0.1, -1.6, 0.1], [0.1, -1.1, -1.3], [0.1, 0.7, -1.8], [-0.3, 0.1, -0.1], [-0.1, -0.1, 0.2], [-0.1, 0.1, -0.1], [0.0, -0.2, -0.3], [0.3, 0.1, 0.2], [0.1, -0.2, 0.1], [0.8, 0.1, 0.0], [0.3, 0.2, -0.1], [-0.2, 0.2, 0.2], [-0.2, -0.1, -0.2], [0.0, -0.1, -0.1], [0.2, -0.1, 0.0], [0.1, 0.2, 0.4], [-0.2, -0.2, 0.0], [-0.1, 0.1, -0.2], [-0.1, 0.0, 0.0], [0.4, -0.2, 0.0], [0.0, 0.2, 0.2], [0.0, -0.4, 0.1], [0.1, 0.2, -0.2], [-0.3, 0.1, 0.1], [-0.2, -0.1, 0.0], [0.1, -0.1, -0.1], [0.0, 0.1, 0.3], [-1.0, 2.0, -1.9], [0.0, 0.0, 0.0], [0.1, -0.2, 0.1], [-0.4, 0.1, -0.2], [0.1, 0.2, -0.3], [0.0, 0.2, 0.2], [0.2, 0.0, 0.2], [0.0, 0.2, 0.1], [0.2, -0.1, -0.1], [-0.2, 0.1, -0.3], [-0.1, -0.3, 0.1], [-0.2, -0.1, 0.1], [0.0, -0.1, 0.2], [0.4, 0.1, 0.0], [-0.1, 0.2, 0.0], [-0.1, -0.2, -0.2], [0.1, 0.0, -0.1], [-1.1, -0.1, 0.2], [0.1, -0.2, -0.1], [0.1, 0.1, 0.2], [0.0, 0.2, -0.2]]}